C45H111N3O12S9 | the ωB97M-V functional and the def2-TZVPD basis

XYZ file:
```
180
C45H111N3O12S9 the ωB97M-V functional and the def2-TZVPD basis
C -9.621 -23.528 18.602
S -10.818 -22.193 18.875
O -10.097 -20.833 18.834
C -11.613 -22.239 17.221
H -9.135 -23.289 17.657
H -10.079 -24.517 18.610
H -8.925 -23.340 19.420
H -12.393 -21.504 17.419
H -12.016 -23.239 17.060
H -10.912 -21.994 16.423
C -7.523 -15.486 13.058
S -7.652 -16.466 14.648
O -6.253 -16.526 15.279
C -8.694 -15.368 15.721
H -8.489 -15.538 12.556
H -6.788 -15.990 12.431
H -7.286 -14.440 13.254
H -9.651 -15.027 15.324
H -8.201 -14.653 16.380
H -9.048 -16.102 16.445
C -6.076 -18.411 23.257
S -6.098 -16.575 23.282
O -7.576 -16.212 23.114
C -5.908 -16.541 25.083
H -6.423 -18.717 22.271
H -6.776 -18.730 24.030
H -5.067 -18.769 23.463
H -6.803 -16.924 25.574
H -5.960 -15.506 25.419
H -4.912 -16.913 25.323
C -6.639 -21.537 20.923
S -4.935 -21.568 20.171
O -4.345 -20.187 20.381
C -4.101 -22.585 21.412
H -6.484 -21.447 21.998
H -7.171 -22.488 20.888
H -7.306 -20.767 20.535
H -4.274 -22.131 22.388
H -3.021 -22.594 21.270
H -4.413 -23.629 21.441
C -13.035 -21.800 22.051
S -11.999 -20.313 22.533
O -12.827 -19.571 23.597
C -10.639 -21.279 23.366
H -13.516 -22.131 22.971
H -12.329 -22.527 21.649
H -13.770 -21.451 21.327
H -10.168 -21.960 22.658
H -11.157 -21.840 24.145
H -9.971 -20.545 23.816
C -17.200 -15.446 19.004
S -18.308 -14.009 18.551
O -18.797 -13.266 19.810
C -16.893 -13.147 17.789
H -16.480 -15.353 19.817
H -16.687 -15.892 18.152
H -17.824 -16.226 19.439
H -16.083 -12.768 18.412
H -17.187 -12.281 17.197
H -16.394 -13.783 17.058
C -5.349 -13.707 20.684
S -5.888 -13.083 19.058
O -4.589 -12.709 18.346
C -6.259 -14.829 18.488
H -6.169 -14.243 21.162
H -4.953 -12.862 21.247
H -4.490 -14.376 20.630
H -6.324 -14.786 17.401
H -7.155 -15.250 18.943
H -5.394 -15.462 18.684
C -10.954 -16.386 24.440
S -9.691 -17.570 25.111
O -8.930 -16.819 26.243
C -10.881 -18.736 26.039
H -11.773 -16.067 25.085
H -11.556 -17.012 23.782
H -10.480 -15.583 23.875
H -11.673 -19.145 25.412
H -11.510 -18.242 26.780
H -10.355 -19.564 26.514
C -16.175 -19.740 22.802
S -15.195 -18.565 21.854
O -16.094 -18.076 20.725
C -14.988 -17.228 23.134
H -17.233 -19.490 22.886
H -15.724 -19.828 23.791
H -16.154 -20.727 22.341
H -15.974 -16.832 23.375
H -14.272 -16.488 22.775
H -14.550 -17.664 24.033
C -6.953 -8.842 21.819
C -7.016 -9.814 23.034
C -5.605 -10.460 23.344
C -4.785 -9.530 24.245
C -5.529 -9.124 25.547
C -6.899 -8.431 25.219
N -7.698 -9.240 24.257
O -9.036 -8.873 24.052
C -7.718 -8.237 26.528
C -6.642 -6.927 24.816
C -7.874 -11.090 22.529
H -6.074 -9.015 21.200
H -6.921 -7.818 22.191
H -7.855 -8.848 21.207
H -5.708 -11.402 23.883
H -5.045 -10.653 22.429
H -4.547 -8.581 23.763
H -3.786 -9.888 24.495
H -4.850 -8.439 26.056
H -5.739 -10.052 26.078
H -8.655 -7.701 26.377
H -7.960 -9.211 26.952
H -7.182 -7.773 27.356
H -6.023 -6.771 23.933
H -7.572 -6.376 24.674
H -6.122 -6.505 25.677
H -8.949 -11.005 22.684
H -7.677 -11.986 23.117
H -7.607 -11.362 21.508
H -8.873 -8.049 23.588
C -10.690 -13.884 19.340
C -11.068 -14.568 20.706
C -12.517 -15.072 20.681
C -12.829 -16.357 19.897
C -11.951 -17.487 20.462
C -10.415 -17.092 20.382
N -10.193 -15.744 21.059
O -8.909 -15.382 21.061
C -9.534 -18.107 21.200
C -9.978 -17.131 18.873
C -10.949 -13.542 21.903
H -10.875 -12.812 19.275
H -11.322 -14.197 18.509
H -9.626 -14.017 19.144
H -12.930 -15.038 21.689
H -13.165 -14.298 20.270
H -12.665 -16.248 18.825
H -13.861 -16.693 20.004
H -12.131 -18.461 20.009
H -12.229 -17.496 21.516
H -9.621 -19.113 20.789
H -8.480 -17.833 21.222
H -9.930 -18.255 22.205
H -10.434 -16.343 18.275
H -8.911 -17.056 18.661
H -10.316 -18.124 18.575
H -11.256 -14.009 22.840
H -11.439 -12.572 21.817
H -9.923 -13.274 22.154
H -8.492 -15.655 21.881
C -11.964 -17.128 15.646
C -12.290 -17.996 14.367
C -12.198 -19.518 14.639
C -13.528 -19.979 15.356
C -14.706 -19.570 14.510
C -14.789 -18.127 14.149
N -13.544 -17.593 13.639
O -13.539 -16.270 13.186
C -15.783 -18.046 12.950
C -15.322 -17.268 15.276
C -11.090 -17.777 13.421
H -12.276 -16.101 15.455
H -10.935 -17.130 16.006
H -12.659 -17.379 16.447
H -12.093 -19.968 13.652
H -11.331 -19.814 15.229
H -13.544 -19.621 16.385
H -13.522 -21.057 15.520
H -15.587 -19.863 15.082
H -14.697 -20.228 13.642
H -16.223 -17.049 12.903
H -15.338 -18.321 11.994
H -16.604 -18.734 13.150
H -16.259 -17.639 15.690
H -14.655 -17.400 16.128
H -15.442 -16.211 15.041
H -11.247 -18.257 12.455
H -10.129 -18.155 13.770
H -10.950 -16.724 13.176
H -13.317 -16.244 12.253
```

Summary:
**Electronic energy**: -6431.19751 a.u.
**⟨S²⟩**: 0.75
**Gap between HOMO and LUMO (spin up / spin down)**: 7.7 / 4.0 eV
**F_max**: 3.7 eV Å⁻¹
**2S+1**: 2
**Net charge**: +1